[1]
The following is a quantum chemistry calculation of the molecule C6H15ClSi in a non-equilibrium geometry, from the OMol25 dataset.

Output
* frontier orbital gap: 10.8 eV
* HOMO: -10.0 eV
* SMILES: CCCC[Si](C)(C)Cl
* energy relative to the best compared isomer or geometry (same formula, charge and spin): 10.9 kcal/mol

Last column: natural (NBO) charge in e.
CARTESIAN COORDINATES (ANGSTROEM)
Cl: -0.534522 -2.212777 0.879167  -0.40
C: 1.949938 1.172023 2.193700  -0.61
C: 2.036812 0.208046 1.018676  -0.40
C: 1.231801 0.748094 -0.259733  -0.40
C: -0.754163 -1.373090 -2.312674  -1.13
C: -2.961470 -0.636037 -0.317214  -1.13
C: -0.308944 0.797613 -0.158891  -0.92
Si: -1.118769 -0.851766 -0.555852  1.62
H: 2.543485 0.810824 3.006096  0.21
H: 2.316170 2.254138 1.958141  0.19
H: 0.936026 1.207786 2.498728  0.20
H: 3.082784 -0.047810 0.764525  0.20
H: 1.668263 -0.792720 1.359148  0.21
H: 1.539279 0.153679 -1.150837  0.20
H: 1.627472 1.784895 -0.392286  0.20
H: -0.655393 -0.402046 -2.801263  0.24
H: -1.602680 -1.981727 -2.708183  0.25
H: 0.239511 -1.819492 -2.313759  0.25
H: -3.160912 0.387560 -0.686487  0.24
H: -3.213829 -0.781471 0.733208  0.25
H: -3.447815 -1.374500 -0.953665  0.24
H: -0.858535 1.639491 -0.697173  0.24
H: -0.554508 1.109284 0.896625  0.24

Force components x, y, z for each atom (eV/Å):
0.2 -0.5 0.0
1.2 1.5 -1.3
-0.6 -0.7 -0.7
1.3 0.3 0.2
-0.3 0.2 0.8
0.7 0.2 -0.5
-0.4 0.7 1.3
-0.8 0.9 0.2
0.4 -0.2 0.6
-0.7 -1.9 0.2
-1.0 0.3 0.6
-0.4 0.6 -0.2
-0.1 0.9 -0.3
-0.1 0.4 0.5
-0.2 -0.7 -0.2
-0.2 -0.1 -0.5
1.1 0.4 0.1
-0.2 -0.5 -0.4
-0.4 -0.5 0.3
-0.2 0.2 -0.2
-0.4 0.1 0.1
1.1 -1.1 0.0
0.0 -0.6 -0.7

[2]
The following is a quantum chemistry calculation of a structure of composition C6H15F2N2O6S2Sn in a non-equilibrium geometry, from the OMol25 dataset.

Output
* frontier orbital gap: 2.6 eV
* charge: +1
* HOMO: -11.9 eV
* energy relative to the best compared isomer or geometry (same formula, charge and spin): 197.8 kcal/mol

Last column: natural (NBO) charge in e.
CARTESIAN COORDINATES (ANGSTROEM)
Sn: 1.276096 -1.482090 -2.352865  1.40
N: 0.239986 -5.247620 0.521115  -0.97
S: 0.754906 -6.652700 0.309675  2.33
O: 0.041786 -7.606990 -0.584555  -0.79
O: 1.663046 -7.195360 1.324505  -0.79
F: 1.855146 -6.216550 -0.803175  -0.54
S: -1.197674 -5.857780 1.263935  2.34
O: -0.954804 -6.559430 2.478175  -0.83
O: -2.271204 -6.254110 0.385425  -0.83
F: -1.750924 -4.462210 1.904465  -0.50
C: -3.438104 1.373270 -1.653915  -0.25
O: -2.148254 1.784830 -1.208475  -0.56
C: -1.945834 3.240600 -1.167885  -0.08
C: -0.608544 3.715420 -0.693765  -0.24
N: 0.549476 2.895510 -1.059755  -0.57
C: 1.753026 3.426450 -0.367765  -0.26
C: 1.988216 2.726930 0.992465  -0.07
O: 2.065716 1.262820 0.746825  -0.58
C: 2.380886 0.419430 1.896975  -0.26
H: -4.239144 1.957690 -1.201255  0.19
H: -3.565774 0.382790 -1.217165  0.19
H: -3.295094 1.389500 -2.734365  0.18
H: -2.595544 3.809850 -0.503105  0.19
H: -2.123024 3.658680 -2.158805  0.17
H: -0.587824 3.783530 0.393915  0.20
H: -0.437984 4.746430 -1.003645  0.20
H: 0.621546 2.716360 -2.051125  0.36
H: 1.842926 4.509530 -0.451185  0.22
H: 2.590986 3.002560 -0.921165  0.20
H: 1.235786 2.877170 1.766665  0.19
H: 2.894006 3.229260 1.332025  0.19
H: 1.994986 0.868240 2.812265  0.19
H: 3.427596 0.350060 2.193085  0.19
H: 1.983616 -0.592070 1.812465  0.18

Force components x, y, z for each atom (eV/Å):
-0.2 0.1 0.7
-4.2 1.2 1.9
7.3 -7.1 -4.9
0.3 2.1 3.1
-2.4 1.0 -1.0
0.2 0.7 0.2
-4.7 2.9 2.1
0.8 -0.5 -0.9
2.0 0.7 0.5
0.9 -0.5 -1.2
1.1 0.0 0.5
1.1 2.1 1.4
-0.7 -0.6 -0.8
1.2 -1.1 0.5
-0.1 0.7 0.8
-0.1 -2.8 -1.2
-0.4 -0.4 -0.3
0.7 0.5 0.5
0.0 1.4 0.6
-0.1 0.4 -0.6
0.0 -0.2 -0.5
-1.3 -0.2 -0.2
-0.9 -0.6 0.1
-0.1 -0.2 -0.4
-0.1 -0.3 0.2
-0.3 0.3 -0.4
0.3 0.5 0.0
-0.2 0.1 0.7
0.2 0.3 -0.3
-0.3 0.1 -0.2
0.5 -0.7 0.4
-0.7 0.0 0.0
0.5 0.1 -0.9
-0.2 0.2 -0.5

[3]
The following is a quantum chemistry calculation of a cluster of 2 separate species, C6H15FNP in total in a non-equilibrium geometry, from the OMol25 dataset.

Output
* frontier orbital gap (spin up / spin down): 8.3 / 6.8 eV
* HOMO (spin up / spin down): -7.4 / -6.0 eV
* energy relative to the best compared isomer or geometry (same formula, charge and spin): 59.7 kcal/mol

Last column: natural (NBO) charge in e.
CARTESIAN COORDINATES (ANGSTROEM)
C: 0.198906 -0.785152 -2.178262  -0.68
C: 0.894369 0.576254 1.750841  -0.70
C: 0.013757 -1.953723 1.767740  -0.72
C: 0.463516 1.979554 -1.599015  -0.39
C: -0.687132 -0.079887 -1.209787  -0.01
C: 0.773174 -0.791591 1.193212  0.40
N: -0.672362 1.248465 -1.058813  -0.70
F: 2.092458 -1.173513 0.824777  -0.41
P: -1.644982 1.778057 0.225105  0.54
H: 0.366960 -0.194331 -2.984758  0.21
H: 1.229137 -0.962346 -1.811401  0.22
H: -0.277002 -1.816921 -2.385021  0.23
H: 1.867120 0.580303 2.021356  0.23
H: 0.607795 1.315314 0.940543  0.21
H: -0.008077 0.755788 2.517033  0.22
H: -0.179933 -2.070237 2.827661  0.21
H: 0.483779 -2.930101 1.519336  0.24
H: -0.974816 -2.012133 1.380092  0.22
H: 0.311833 2.197225 -2.665216  0.19
H: 0.524471 2.859744 -1.115575  0.21
H: 1.316790 1.411791 -1.427377  0.20
H: -1.451544 -0.766409 -0.658306  0.21
H: -1.454016 0.673758 0.898783  -0.09
H: -2.997169 1.366834 -0.002087  -0.06

Force components x, y, z for each atom (eV/Å):
-0.6 -2.9 2.4
-6.1 0.0 -0.8
0.6 -1.1 -0.3
-2.2 -1.4 -1.9
-0.4 -4.1 0.9
0.6 -0.7 -0.1
-0.8 0.3 0.1
-1.1 -0.1 -0.1
-0.7 3.3 -0.4
0.1 1.4 -3.1
-0.4 -0.2 0.3
0.9 1.7 -0.1
3.0 1.1 1.6
1.0 -0.4 0.8
2.6 -0.4 -1.0
0.5 0.8 0.7
0.0 0.8 -0.3
-0.9 0.1 -0.7
0.2 -0.2 0.1
0.3 3.1 1.7
1.8 -0.9 0.1
1.3 1.9 -1.1
0.2 -2.2 2.0
0.2 0.0 -0.8

[4]
The following is a quantum chemistry calculation of a structure of composition C6H15I2N3O5PSV in a non-equilibrium geometry, from the OMol25 dataset.

Output
* frontier orbital gap (spin up / spin down): 5.1 / 5.6 eV
* spin multiplicity: 3
* charge: +2
* HOMO (spin up / spin down): -13.7 / -13.7 eV
* energy relative to the best compared isomer or geometry (same formula, charge and spin): 27.5 kcal/mol

Last column: natural (NBO) charge in e.
CARTESIAN COORDINATES (ANGSTROEM)
V: -0.138515 -0.079757 -0.058859  1.57
O: 2.991160 -1.511909 -1.112199  -0.82
S: 2.245042 -1.076456 -0.003548  2.53
O: 2.546609 -1.418037 1.333901  -0.85
O: 1.728994 0.375594 -0.127951  -0.96
O: 0.647699 -1.597624 -0.221622  -0.84
O: -0.682124 1.973427 0.109215  -0.98
H: -0.205298 2.582461 -0.500581  0.55
H: -0.595512 2.439435 0.959908  0.54
C: -4.617803 -3.191687 1.293914  -0.06
N: -3.325405 -3.850198 0.766991  -0.39
C: -3.560741 -4.246375 -0.706810  -0.05
N: -3.964038 -3.114242 -1.463578  -0.42
C: -5.184982 -2.524184 -0.914318  -0.08
N: -4.986724 -2.093889 0.471045  -0.42
C: -4.109503 -0.935718 0.595247  -0.50
P: -2.422254 -1.362810 -0.046943  0.70
C: -2.149280 -2.931476 0.906534  -0.53
C: -2.903609 -2.135521 -1.666739  -0.50
H: -4.430874 -2.888083 2.323160  0.24
H: -5.382736 -3.967106 1.268394  0.25
H: -3.143452 -4.698553 1.309016  0.45
H: -4.344556 -5.002992 -0.692804  0.24
H: -2.631869 -4.677755 -1.077517  0.24
H: -5.982389 -3.266597 -0.943038  0.24
H: -5.486152 -1.673239 -1.521997  0.24
H: -4.044482 -0.621173 1.638161  0.26
H: -4.517277 -0.100505 0.024693  0.27
H: -2.002942 -2.716768 1.966006  0.26
H: -1.256044 -3.434204 0.532168  0.28
H: -2.029949 -2.611407 -2.116776  0.26
H: -3.247216 -1.360599 -2.353460  0.26
I: 2.245499 3.699376 0.049386  -0.09
I: 2.997905 6.231413 -0.159166  0.12

Force components x, y, z for each atom (eV/Å):
-0.2 1.2 -0.1
0.0 0.1 0.0
0.0 -0.1 -0.1
0.1 0.1 0.0
0.1 0.3 0.2
0.0 -1.2 0.1
0.2 -0.1 0.0
0.0 0.0 0.0
-0.1 0.0 0.0
0.0 0.0 0.0
0.0 0.0 0.0
0.0 0.0 0.0
0.0 0.0 0.0
0.0 0.0 0.0
0.0 0.0 0.0
0.0 0.0 0.0
-0.1 -0.2 0.0
0.0 0.0 0.0
0.0 0.0 0.0
0.0 0.0 0.0
0.0 0.0 0.0
0.0 0.0 0.0
0.0 0.0 0.0
0.0 0.0 0.0
0.0 0.0 0.0
0.0 0.0 0.0
0.0 0.0 0.0
0.0 0.0 0.0
0.0 0.0 0.0
0.0 0.0 0.0
0.0 0.0 0.0
0.0 0.0 0.0
0.2 -0.1 0.0
-0.1 0.0 0.0

[5]
The following is a quantum chemistry calculation of a cluster of 2 separate species, C6H15ISi in total in a non-equilibrium geometry, from the OMol25 dataset.

Output
* frontier orbital gap: 9.9 eV
* HOMO: -9.2 eV
* SMILES: C[SiH](C)I.C=C(C)C
* energy relative to the best compared isomer or geometry (same formula, charge and spin): 51.2 kcal/mol

Last column: natural (NBO) charge in e.
CARTESIAN COORDINATES (ANGSTROEM)
C: -2.427447 0.759799 -0.682402  -0.42
C: -1.489200 0.993502 1.620932  -0.65
C: -0.830473 2.591796 -0.256583  -0.64
C: 2.162987 -2.444956 -1.666611  -1.11
C: 0.696696 -1.547138 1.240781  -1.10
C: -1.601686 1.394009 0.155430  0.03
Si: 1.474398 -1.051383 -0.443358  1.17
I: 3.332383 0.498721 0.364037  -0.30
H: 1.204807 -0.313302 -1.710734  -0.15
H: -2.920456 -0.145169 -0.583710  0.20
H: -2.492413 1.277975 -1.764971  0.18
H: -1.896604 0.033648 1.909099  0.22
H: -1.831487 1.809345 2.254287  0.22
H: -0.444495 0.849553 1.997171  0.21
H: -0.670843 3.168391 0.605927  0.21
H: 0.090706 2.196611 -0.588936  0.23
H: -1.303756 3.120246 -1.132206  0.22
H: 1.449391 -3.027586 -2.492593  0.25
H: 2.739514 -1.796719 -2.329429  0.23
H: 2.830466 -3.289665 -1.340009  0.23
H: 0.682087 -0.724655 1.986847  0.26
H: -0.212712 -2.098983 1.133559  0.24
H: 1.458140 -2.254042 1.723480  0.26

Force components x, y, z for each atom (eV/Å):
1.5 3.3 -3.1
1.7 0.0 0.2
-1.4 -0.4 -1.4
-0.8 -2.0 -0.9
2.0 -0.1 0.3
-1.4 -1.3 0.8
1.6 -1.0 -0.9
-0.4 -0.6 -0.2
-1.3 0.7 0.9
-1.0 -1.5 0.6
0.0 -1.5 2.4
-0.8 0.0 -0.3
-0.5 -0.1 0.0
-0.4 0.6 -0.8
0.3 1.4 0.8
1.5 -0.1 -0.4
0.5 -0.3 1.1
1.1 1.8 2.5
0.3 0.0 0.0
-0.5 1.0 0.1
-0.4 -0.5 -0.9
-0.8 -0.1 0.1
-0.8 0.7 -1.0

[6]
The following is a quantum chemistry calculation of a structure of composition C6H15InNO2 in a non-equilibrium geometry, from the OMol25 dataset.

Output
* frontier orbital gap: 3.6 eV
* charge: +3
* HOMO: -21.7 eV
* energy relative to the best compared isomer or geometry (same formula, charge and spin): 23.0 kcal/mol

Last column: natural (NBO) charge in e.
CARTESIAN COORDINATES (ANGSTROEM)
In: -0.752511 0.263222 -2.258104  1.21
C: -1.098288 3.614982 -0.159232  -0.30
O: -1.281891 2.203782 -0.119320  -0.38
C: -1.560717 1.743270 1.190134  -0.12
C: -1.307334 0.246753 1.242314  -0.29
N: -0.030506 -0.186940 0.630617  -0.32
C: 0.206086 -1.661822 0.814344  -0.28
C: 1.342106 -2.158684 -0.080440  -0.10
O: 1.186353 -1.734057 -1.409905  -0.37
C: 2.187979 -2.268720 -2.277516  -0.29
H: -0.150273 3.858486 0.345863  0.26
H: -1.911313 4.159299 0.348880  0.27
H: -1.104050 4.003112 -1.176664  0.25
H: -2.621436 1.915590 1.434841  0.29
H: -1.024051 2.306436 1.963686  0.26
H: -2.130988 -0.255973 0.728799  0.24
H: -1.272749 -0.065190 2.299002  0.31
H: 0.689917 0.257218 1.229380  0.43
H: -0.730730 -2.208033 0.683936  0.26
H: 0.471156 -1.814960 1.869486  0.31
H: 1.368601 -3.252592 -0.019626  0.28
H: 2.279895 -1.749578 0.320430  0.27
H: 2.358611 -1.564929 -3.101831  0.26
H: 1.772013 -3.175610 -2.754445  0.28
H: 3.114117 -2.475060 -1.744635  0.25

Force components x, y, z for each atom (eV/Å):
-0.1 0.0 0.1
-0.5 1.1 -0.4
0.6 -0.2 0.4
0.0 -0.5 0.2
-1.2 0.4 -0.8
0.1 -1.0 2.6
-0.7 0.6 -1.0
-0.3 -0.4 0.5
0.2 0.7 0.7
-0.1 -0.4 -0.7
-0.1 0.0 0.1
0.1 -0.3 0.3
0.2 -0.5 -0.1
-0.1 0.1 0.0
0.4 0.1 -0.3
0.1 -0.3 0.2
-0.2 -0.2 -0.1
0.5 0.5 -1.2
0.0 0.2 -0.5
0.4 0.1 0.0
0.4 0.0 0.0
0.2 0.0 -0.1
-0.2 0.1 0.1
0.2 -0.1 0.1
-0.1 -0.1 0.1

[7]
The following is a quantum chemistry calculation of a structure of composition C6H15InNO2 in a non-equilibrium geometry, from the OMol25 dataset.

Output
* frontier orbital gap: 3.6 eV
* charge: +3
* HOMO: -21.4 eV
* energy relative to the best compared isomer or geometry (same formula, charge and spin): 11.8 kcal/mol

Last column: natural (NBO) charge in e.
CARTESIAN COORDINATES (ANGSTROEM)
In: 1.447779 2.133684 1.295725  1.03
C: 3.325537 1.194316 -1.969270  -0.27
O: 2.394405 0.592147 -1.006382  -0.47
C: 2.065029 -0.761347 -1.327637  -0.10
C: 1.123450 -1.324231 -0.255604  -0.30
N: -0.108228 -0.515663 -0.087414  -0.23
C: -1.214630 -1.212798 0.500401  -0.29
C: -2.473472 -0.328470 0.668006  -0.09
O: -2.082018 0.718116 1.537854  -0.28
C: -3.115947 1.364708 2.215509  -0.31
H: 3.768870 2.073282 -1.517566  0.24
H: 2.777698 1.388889 -2.896432  0.24
H: 4.072552 0.415035 -2.143281  0.24
H: 2.978661 -1.352737 -1.184927  0.28
H: 1.743104 -0.792783 -2.369931  0.24
H: 1.744093 -1.333745 0.650067  0.28
H: 0.908848 -2.382779 -0.445893  0.32
H: -0.367655 -0.088038 -0.987457  0.44
H: -0.982241 -1.690898 1.450943  0.28
H: -1.591591 -1.950879 -0.241470  0.37
H: -3.218687 -0.909404 1.225509  0.27
H: -2.947175 0.005793 -0.261734  0.28
H: -3.889221 1.728826 1.511171  0.26
H: -2.703009 2.268936 2.670628  0.26
H: -3.656140 0.760041 2.969194  0.30

Force components x, y, z for each atom (eV/Å):
0.3 0.3 0.2
-0.3 -0.9 0.2
-0.4 -0.2 0.3
0.0 0.7 0.4
1.6 1.3 0.1
-0.6 -2.7 -1.5
-0.1 1.5 0.5
-0.3 0.0 1.4
0.4 -0.7 -1.0
-0.9 1.6 0.1
-0.1 0.1 0.0
0.1 0.2 0.0
0.2 0.3 -0.2
0.0 -0.3 -0.5
-0.2 -0.3 0.0
-0.5 0.1 0.4
-0.4 0.0 0.1
0.0 0.6 0.3
0.4 -0.1 -0.2
0.0 -0.2 -0.1
-0.3 -0.1 -0.4
0.4 0.2 -0.2
0.0 -0.5 -0.1
0.2 -0.4 0.4
0.3 -0.2 0.0

[8]
The following is a quantum chemistry calculation of a structure of composition C6H15MgO3 in a non-equilibrium geometry, from the OMol25 dataset.

Output
* frontier orbital gap (spin up / spin down): 6.1 / 6.1 eV
* charge: +1
* HOMO (spin up / spin down): -10.1 / -10.1 eV

Last column: natural (NBO) charge in e.
CARTESIAN COORDINATES (ANGSTROEM)
H: -0.644942 -0.779440 -1.125442  -0.29
C: 2.629877 -2.079628 0.005120  -0.26
O: 1.943678 -0.849773 -0.203387  -0.66
C: 2.072235 -0.315330 -1.517986  -0.10
C: 1.256197 0.953941 -1.573018  -0.13
O: -0.033505 0.669745 -1.018405  -0.74
C: -0.904578 1.850175 0.021297  -0.24
C: -2.134188 1.247119 0.652199  -0.13
O: -1.703083 0.126934 1.441063  -0.66
C: -2.719421 -0.596685 2.110971  -0.26
Mg: 0.112981 -0.471834 0.694871  1.48
H: 2.265935 -2.525071 0.936362  0.20
H: 2.435515 -2.773174 -0.825573  0.21
H: 3.707714 -1.887766 0.083969  0.20
H: 1.668297 -1.049414 -2.232922  0.21
H: 3.129008 -0.116132 -1.742644  0.21
H: 1.137239 1.309470 -2.604019  0.22
H: 1.759342 1.750415 -1.007450  0.20
H: -1.218026 2.511595 -0.798516  0.25
H: -0.360651 2.554054 0.666636  0.22
H: -2.840718 0.882987 -0.110191  0.22
H: -2.651924 1.953004 1.318063  0.23
H: -2.231063 -1.339883 2.754392  0.21
H: -3.333108 0.103442 2.694224  0.20
H: -3.342811 -1.128752 1.380384  0.21

Force components x, y, z for each atom (eV/Å):
-0.3 -1.9 0.6
0.5 -0.5 -0.1
-0.1 0.3 0.9
-0.1 -0.2 -0.8
0.8 1.1 -0.5
-1.0 1.8 2.4
-0.4 1.9 -1.6
0.1 -0.7 -0.5
1.0 0.2 0.3
-0.7 -0.4 0.2
-0.7 -0.6 -1.7
0.1 0.1 -0.2
0.0 0.2 0.2
-0.2 -0.1 0.0
0.2 0.2 0.2
-0.2 0.0 0.1
0.1 -0.2 0.2
-0.1 -0.2 -0.1
0.0 -0.4 0.1
0.6 -0.9 0.2
0.2 0.2 0.2
0.3 0.1 -0.2
-0.2 0.3 -0.1
0.2 -0.3 0.0
0.1 0.2 0.1

E_tot for every record listed, in sequence, given in hartree: -987.3537 -2008.2768 -733.3752 -3056.4444 -824.7445 -631.5604 -631.5781 -663.0166.
Molecular weight for every record listed, in sequence, given in g/mol: 150.73 432.03 151.16 577.00 242.18 248.01 248.01 159.49.